1.
Molecular formula: C35H28BrFIrN2O2
Method: DFT, ωB97M-V/def2-TZVPD

```
70
Properties=species:S:1:pos:R:3:forces:R:3:lowdin_charge:R:1
Ir -0.363473 -0.365448 -1.658320 0.48 -0.16 -0.68 1.247
C 2.870315 -0.830828 -2.482603 0.01 0.09 -0.02 -0.012
O 1.872587 -0.796289 -1.451195 -0.15 0.21 0.36 -0.194
C 2.245914 -0.417089 -0.180341 -0.03 -0.09 0.08 -0.198
C 3.529727 -0.046672 0.163204 0.00 -0.02 0.02 -0.039
C 3.792746 0.313980 1.481521 0.02 0.00 -0.02 -0.660
Br 5.541315 0.841717 1.940212 0.00 0.00 0.00 0.809
C 2.812441 0.288449 2.447326 -0.02 0.00 0.03 -0.048
C 1.512741 -0.091952 2.107504 0.07 -0.03 0.00 -0.065
C 1.242708 -0.421939 0.791940 0.02 -0.06 -0.15 -0.142
O -0.084403 -0.721596 0.385131 0.08 0.03 0.12 -0.096
C 0.479581 -0.062994 3.152547 -0.01 -0.01 -0.02 -0.275
N 0.526809 0.729567 4.178016 -0.01 0.03 -0.01 0.202
C -0.631862 0.468784 4.894408 0.00 0.01 0.00 -0.225
C -1.096951 1.051706 6.073137 0.00 0.00 0.00 -0.007
C -2.297845 0.599920 6.578039 0.00 0.00 0.00 -0.077
C -3.031076 -0.410940 5.933742 0.00 0.00 0.00 -0.079
C -2.589246 -0.992739 4.762166 0.00 0.00 0.00 -0.019
C -1.379759 -0.526612 4.258016 -0.01 0.00 -0.01 -0.192
N -0.662716 -0.842102 3.113105 0.02 0.01 0.03 0.163
H 3.694474 -1.470341 -2.171290 -0.01 -0.01 0.00 0.110
H 3.220426 0.177763 -2.704918 0.01 0.00 0.01 0.113
H 2.377751 -1.251629 -3.352802 0.00 0.01 0.00 0.093
H 4.320528 -0.026305 -0.570706 0.01 0.01 0.01 0.109
H 3.017666 0.569842 3.469967 0.00 0.00 0.00 0.120
H -0.672285 -0.112457 0.890143 -0.01 0.01 -0.04 0.095
H -0.523697 1.823831 6.568016 0.00 0.00 0.00 0.117
H -2.686988 1.025806 7.492829 0.00 0.00 0.00 0.106
H -3.965615 -0.740003 6.367721 0.00 0.00 0.00 0.107
H -3.159179 -1.769798 4.269590 0.00 0.00 0.00 0.109
H -0.745166 -1.705552 2.601873 -0.01 0.01 -0.02 0.159
F -0.245459 -5.906470 -1.559518 0.00 0.00 0.00 0.091
C -0.797308 -4.692350 -1.638841 0.00 -0.01 0.00 -0.269
C -0.743306 -4.006821 -2.828194 -0.01 0.00 0.00 0.019
C -1.327612 -2.742185 -2.888842 0.04 -0.01 0.02 -0.060
C -1.954015 -2.169380 -1.772889 -0.06 -0.05 0.10 -0.362
C -2.370723 -0.742710 -1.805826 0.04 0.03 0.15 -0.188
C -1.980898 -2.920318 -0.579250 -0.04 0.01 0.00 -0.044
C -1.420346 -4.173296 -0.507306 0.00 0.00 -0.01 0.018
H -0.279395 -4.462013 -3.692110 0.00 0.00 0.00 0.130
H -1.372031 -2.229271 -3.840832 -0.01 0.00 -0.02 0.101
H -3.014047 -0.448900 -0.979487 0.02 -0.01 0.02 0.066
H -2.799912 -0.416380 -2.751260 -0.08 0.00 0.03 0.080
H -2.472415 -2.499632 0.290630 -0.01 0.00 0.00 0.120
H -1.452310 -4.765441 0.397123 0.00 0.00 0.00 0.129
C 1.140680 0.361997 -6.051042 -0.04 -0.02 -0.01 -0.064
C 0.351483 -0.253417 -5.091524 0.09 0.09 -0.04 -0.070
C 0.052353 0.433877 -3.923212 0.44 -0.41 0.41 -0.126
C 0.552798 1.709247 -3.645473 -0.20 0.12 -0.04 -0.223
C 1.339446 2.303485 -4.633120 0.00 0.03 0.01 -0.017
C 1.628917 1.641504 -5.815034 0.01 0.00 0.00 -0.051
C 0.286970 2.347544 -2.360371 0.11 -0.11 -0.02 -0.052
C -0.132004 1.598581 -1.331077 -0.07 -0.15 -0.06 -0.211
C -0.377266 2.151817 0.017659 -0.04 0.06 -0.02 -0.248
C -1.563007 1.868290 0.705821 -0.01 0.01 -0.01 -0.065
C -1.796773 2.396907 1.969633 0.02 -0.01 0.00 -0.061
C -0.844550 3.209711 2.565827 0.01 -0.02 0.01 -0.072
C 0.338486 3.491498 1.896341 0.01 -0.01 0.01 -0.052
C 0.574108 2.965303 0.635873 0.00 -0.01 -0.01 -0.027
H 1.358357 -0.145973 -6.980328 0.00 0.00 0.00 0.113
H -0.054752 -1.238911 -5.272925 0.03 -0.03 0.01 0.105
H -0.740630 -0.146123 -3.343158 -0.70 0.46 -0.22 0.031
H 1.738753 3.294221 -4.456211 0.00 0.00 0.00 0.122
H 2.243121 2.127167 -6.561617 0.00 0.00 0.00 0.115
H 0.442756 3.416992 -2.262472 0.00 0.00 -0.01 0.126
H -2.330301 1.277764 0.216348 0.00 0.00 0.00 0.101
H -2.724292 2.179042 2.483854 0.00 0.00 0.00 0.116
H -1.017222 3.610689 3.555279 0.00 0.00 0.00 0.113
H 1.089098 4.113223 2.366289 0.00 0.00 0.00 0.115
H 1.505810 3.172625 0.123291 0.00 0.00 0.00 0.122
```
Positions in Å, forces in eV/Å.

Largest force on an atom (hartree/bohr): 0.0167
Total charge: +1
2S+1: 1
Energy (eV): -119416.675
Gap between HOMO and LUMO (eV): 8.001

2.
Molecular formula: C7H16NS
Method: DFT, ωB97M-V/def2-TZVPD

```
25
Properties=species:S:1:pos:R:3:forces:R:3:lowdin_charge:R:1
C 2.269043 -1.622149 0.005910 -1.48 -1.20 1.22 -0.127
C 2.013242 -0.463872 1.005545 -0.48 -0.80 0.78 -0.227
C 2.201388 -0.456946 -1.036989 0.57 -2.59 -1.65 -0.204
C 1.445698 0.381794 -0.123366 -0.75 1.16 2.19 -0.518
C -1.545137 -0.540706 0.960331 -0.47 -2.89 1.82 -0.097
C -1.876764 0.026850 -1.540279 -1.78 5.12 2.40 -0.009
C -1.321819 0.390542 -0.147760 0.06 0.10 -1.34 -0.356
N -1.478311 1.821415 0.218028 -0.12 0.73 0.08 0.097
S 1.395947 2.163902 0.043644 0.86 -0.69 -0.76 0.893
H 3.070468 -2.390043 0.295211 -0.57 1.70 -1.02 0.137
H 1.326311 -2.285544 -0.117070 1.34 1.21 0.10 0.121
H 1.482545 -0.610424 1.930261 -0.72 -0.17 0.33 0.099
H 3.000487 -0.171092 1.335889 0.42 0.80 -0.15 0.117
H 3.126220 -0.020476 -1.299698 1.33 0.55 -0.11 0.114
H 1.828309 -0.886742 -1.926639 -0.93 0.32 -1.39 0.100
H -2.600175 -1.111449 1.075886 1.93 1.57 -0.75 0.142
H -1.364425 -0.146422 2.022225 0.12 -0.38 -1.63 0.105
H -0.814415 -1.404744 0.739248 -1.10 1.12 0.79 0.099
H -1.404932 0.405500 -2.419414 0.87 0.24 -0.35 0.071
H -2.147462 -0.947555 -1.654580 -0.64 -2.71 -0.07 0.045
H -2.858132 0.713841 -1.451069 1.37 -1.86 -0.78 0.137
H -1.992090 1.958678 1.115290 0.29 -0.21 -0.82 0.171
H -1.878265 2.480235 -0.506060 0.32 -1.18 0.76 0.181
H -0.453109 2.197504 0.382440 -0.55 -0.18 -0.08 -0.012
H 1.905367 2.153594 1.268300 0.11 0.22 0.43 -0.079
```
Positions in Å, forces in eV/Å.

Largest force on an atom (hartree/bohr): 0.1153
Total charge: +1
2S+1: 1
Energy (eV): -19832.144
Gap between HOMO and LUMO (spin up / spin down) (eV): 8.410 / 7.843

3.
Molecular formula: C4H8NO2S
Method: DFT, ωB97M-V/def2-TZVPD

```
16
Properties=species:S:1:pos:R:3:forces:R:3:lowdin_spin:R:1
C -0.177875 0.122684 -0.143514 -0.85 2.08 2.88 0.000
N 0.266695 -0.428120 2.224361 2.29 0.76 -0.96 -0.001
C -0.434885 -0.510359 1.165679 -0.67 -2.50 0.25 0.000
C -0.666809 1.525099 0.414840 -0.11 2.95 -3.13 0.003
S -1.882708 3.420548 -2.065347 -0.32 0.57 -0.57 0.986
C 1.481883 -1.911779 -1.391029 0.17 -1.73 1.66 0.000
O 2.315060 -1.766582 -0.464942 0.64 0.62 -0.63 0.000
O 0.424768 -2.572755 -1.252287 -0.26 0.33 -1.11 0.000
H -0.786165 -0.181775 -0.972454 -0.21 -0.38 -0.07 0.000
H -1.387398 1.691749 1.213441 0.24 -0.91 0.42 0.000
H 0.888857 0.091010 -0.318272 -0.02 0.28 -0.11 0.000
H -1.379048 -1.092738 1.272089 0.04 -0.30 -0.74 0.000
H 0.611289 -1.280925 2.635840 -1.21 -0.14 0.83 0.000
H 0.126201 2.276722 0.487605 0.46 -0.59 0.88 0.001
H -1.160319 2.124033 -0.414004 0.06 -1.22 0.52 0.011
H 1.760453 -1.506813 -2.392006 -0.25 0.19 -0.11 0.000
```
Positions in Å, forces in eV/Å.

Largest force on an atom (hartree/bohr): 0.0836
Total charge: -2
2S+1: 2
Energy (eV): -20693.995
Gap between HOMO and LUMO (spin up / spin down) (eV): 7.072 / 6.037
<S²>: 0.753